No. 1
Formula: C28H31As2BrF6N4O11SSe3SnTe
Source: the OMol25 dataset
Level of theory: ωB97M-V with the def2-TZVPD basis set

Each line ends with the Löwdin charge.
CARTESIAN COORDINATES (ANGSTROEM)
Sn 1.96079 1.93286 0.04831  0.823
Br 4.44119 -0.98727 1.05187  0.781
C 4.31368 -0.81412 -0.82735  -0.761
C 5.21058 -1.46241 -1.66331  -0.103
C 5.05283 -1.27904 -3.02851  -0.056
C 4.02784 -0.47397 -3.50066  0.004
C 3.18811 0.12427 -2.57646  -0.212
N 3.33448 -0.05555 -1.26328  -0.035
C 2.02652 1.00793 -3.01817  -0.608
O 1.84317 1.15808 -4.22091  0.033
O 1.32813 1.50815 -2.07159  -0.212
H 5.99385 -2.08063 -1.25016  0.096
H 5.73041 -1.76674 -3.71871  0.102
H 3.85174 -0.29954 -4.55168  0.117
Se 4.28826 3.01315 -0.64756  -0.058
Se 4.66858 4.18989 1.39150  -0.232
Te 2.80673 3.69979 3.04265  0.064
Se 3.47636 1.71677 4.35013  -0.406
C -0.92113 -0.47874 -4.99230  -0.007
O -1.27149 -0.86326 -3.65019  -0.056
C -0.38875 -1.65869 -3.03269  -0.526
O 0.65308 -2.01044 -3.52546  0.106
C -0.83424 -2.01226 -1.64707  -0.292
C -2.10661 -2.31638 -1.40630  -0.328
As -2.96733 -2.72371 0.31257  1.298
C -3.24803 -4.63147 -0.14173  -0.285
C -1.40633 -3.02345 1.44982  -0.322
C -0.12274 -2.81827 1.16358  -0.294
As 0.61547 -1.82169 -0.34858  1.337
C 1.82390 -3.23426 -0.98738  -0.263
C 0.98680 -3.31341 2.06342  -0.583
O 1.35784 -4.45684 1.96634  0.104
O 1.65419 -2.43877 2.80628  -0.036
C 1.07825 -1.13893 3.06245  -0.062
C -1.74651 -3.48398 2.82204  -0.510
O -0.99735 -3.53246 3.76466  0.121
O -3.04299 -3.85680 2.91876  -0.115
C -3.46664 -4.21294 4.23133  -0.050
C -3.10829 -2.43599 -2.52377  -0.568
O -3.13825 -3.38728 -3.26147  0.110
O -4.06933 -1.50186 -2.61098  -0.038
C -3.87760 -0.22097 -1.98528  -0.056
H -1.75194 0.12942 -5.33947  0.094
H -0.81394 -1.36867 -5.61153  0.097
H 0.00460 0.09353 -4.98188  0.073
H -3.90779 -4.69256 -1.00676  0.014
H -3.71933 -5.11889 0.70962  0.007
H -2.30483 -5.12212 -0.37638  0.035
H 1.28560 -4.15969 -1.17975  0.041
H 2.57140 -3.39993 -0.21192  0.018
H 2.29843 -2.87765 -1.89777  0.008
H 1.81105 -0.59287 3.65175  0.019
H 0.14063 -1.26052 3.60289  0.078
H 0.91494 -0.58483 2.13710  0.035
H -4.51947 -4.46792 4.14489  0.088
H -3.33273 -3.37326 4.91241  0.095
H -2.89456 -5.06194 4.60354  0.093
H -4.85819 0.24771 -1.97507  0.093
H -3.18825 0.37534 -2.57894  0.081
H -3.50675 -0.30738 -0.96542  0.032
C -0.53112 1.76744 4.99762  -0.119
C -1.75995 1.06125 4.42752  -0.246
C -1.73419 0.95291 2.93567  -0.611
N -2.02396 -0.12573 2.29462  0.007
N -1.90445 0.00246 0.93019  -0.043
C -1.52056 1.19759 0.57127  -0.704
N -1.36337 1.59779 -0.71677  0.121
S -1.25235 2.27059 1.90915  1.097
H -0.56566 1.77989 6.08807  0.072
H -0.47572 2.80389 4.65653  0.060
H 0.40113 1.28598 4.69689  0.022
H -2.67059 1.58694 4.73341  0.103
H -1.83639 0.04063 4.80836  0.103
H -1.13434 0.84943 -1.35690  0.073
H -0.76750 2.41990 -0.83616  0.031
C 1.71910 5.76495 -0.32976  -0.014
C 0.51101 4.90310 -0.68786  -0.461
O 0.58241 3.61029 -0.24790  -0.407
C -0.73937 5.52577 -0.02187  -0.554
F -1.86480 4.83363 -0.27567  0.133
F -0.59098 5.54785 1.31237  0.128
F -0.97665 6.80379 -0.40126  0.127
C 0.34143 4.90381 -2.22912  -0.549
F 1.43895 4.43024 -2.81918  0.157
F -0.69485 4.14871 -2.63308  0.148
F 0.13077 6.14580 -2.73854  0.123
H 1.85051 5.75252 0.75075  0.057
H 1.59498 6.79341 -0.67085  0.094
H 2.60843 5.32862 -0.77901  0.028

Output
Relative energy (zero: lowest compared OMol25 entry of this formula, charge and spin) (kJ/mol): 0.0
Frontier orbital gap (eV): 5.396
E_HOMO (hartree): -0.05756
Net charge: -2
Total energy (eV): -486052.0579

---

No. 2
Formula: C28H31ErN10O
Source: the OMol25 dataset
Level of theory: ωB97M-V with the def2-TZVPD basis set

Each line ends with the Löwdin charge.
CARTESIAN COORDINATES (ANGSTROEM)
Er 0.27238 0.11173 -0.41815  1.436
C -2.63035 1.60057 0.98786  -0.144
C -2.02823 2.73328 0.16062  -0.106
C -0.74149 3.19336 0.78068  -0.276
C -0.58037 4.49414 1.23307  0.014
C 0.56381 4.83940 1.93037  -0.019
C 1.51454 3.86348 2.18079  -0.032
C 1.29167 2.59461 1.68576  -0.146
N 0.20463 2.25744 0.98016  0.028
N -2.23614 0.25210 0.50367  -0.215
C -3.10279 -0.12407 -0.61996  -0.120
C -2.69713 -1.44887 -1.19934  -0.266
C -3.63085 -2.32263 -1.72940  0.013
C -3.19386 -3.51452 -2.27846  -0.014
C -1.83545 -3.79280 -2.28412  -0.019
C -0.96932 -2.86383 -1.74385  -0.126
N -1.38682 -1.71345 -1.19025  0.034
C -2.41590 -0.70363 1.61118  -0.114
C -1.26437 -0.66647 2.57455  -0.255
C -1.45303 -0.79668 3.94037  0.014
C -0.34933 -0.81170 4.77492  -0.013
C 0.91700 -0.70041 4.22090  -0.019
C 1.01624 -0.57789 2.85000  -0.136
N -0.04689 -0.55254 2.03521  0.023
H -3.72350 1.66042 1.01029  0.137
H -2.29124 1.67904 2.02108  0.134
H -2.72520 3.56648 0.08252  0.133
H -1.83756 2.40278 -0.86233  0.084
H -1.36114 5.22142 1.05212  0.128
H 0.70168 5.84898 2.29643  0.126
H 2.41010 4.07349 2.74927  0.119
H 2.01511 1.81103 1.85939  0.086
H -3.01898 0.65676 -1.38095  0.136
H -4.15585 -0.15335 -0.31851  0.143
H -4.68228 -2.06656 -1.70828  0.130
H -3.90358 -4.21524 -2.69915  0.127
H -1.45129 -4.71066 -2.70770  0.122
H 0.09826 -3.02084 -1.77554  0.097
H -2.49635 -1.71276 1.20568  0.135
H -3.35504 -0.50459 2.13834  0.144
H -2.45625 -0.88032 4.33744  0.130
H -0.47544 -0.90804 5.84535  0.127
H 1.80909 -0.70989 4.83242  0.122
H 1.98890 -0.49929 2.37670  0.102
N 0.13079 -0.72207 -4.77964  0.218
C 0.28858 -0.13351 -3.59647  -0.498
O 0.70941 -0.79334 -2.61624  -0.119
C -0.11843 1.30844 -3.45223  -0.212
C 0.33012 1.85273 -2.10289  -0.295
H 0.41387 -1.68041 -4.90243  0.131
H -0.17835 -0.19395 -5.57742  0.129
H -1.21169 1.32249 -3.55525  0.121
H 0.24635 1.84740 -4.33540  0.122
H -0.15285 2.81367 -1.91787  0.030
H 1.39595 2.09288 -2.18975  0.021
N 4.67940 1.32324 -0.93762  0.075
C 3.45907 1.72927 -0.61068  -0.121
N 2.72978 0.67864 -0.26403  0.043
C 3.59660 -0.36231 -0.43771  -0.308
N 4.79513 -0.02309 -0.84357  0.173
C 3.16598 -1.73101 -0.16448  -0.176
C 4.05355 -2.80143 -0.04617  -0.030
N 3.64207 -4.00480 0.32029  0.128
C 2.33411 -4.13660 0.59854  -0.060
C 1.44681 -3.07262 0.49171  -0.112
N 1.84849 -1.87228 0.07341  0.037
H 5.46563 1.87804 -1.24050  0.179
H 3.14069 2.76021 -0.63310  0.149
H 5.11379 -2.64737 -0.21019  0.132
H 1.97414 -5.11800 0.88140  0.123
H 0.39368 -3.20370 0.70721  0.112

Output
Relative energy (zero: lowest compared OMol25 entry of this formula, charge and spin) (kJ/mol): 54.9
Frontier orbital gap (alpha / beta) (eV): 7.629 / 7.585
E_HOMO (alpha / beta) (hartree): -0.48403 / -0.48219
Net charge: +2
2S+1: 4
Total energy (eV): -74100.4162

---

No. 3
Formula: C28H31F12N2O8S2
Source: the OMol25 dataset
Level of theory: ωB97M-V with the def2-TZVPD basis set

Each line ends with the Löwdin charge.
CARTESIAN COORDINATES (ANGSTROEM)
C 3.70212 0.98472 3.10624  -0.070
C 3.04589 -0.44674 2.62844  -0.084
C 3.85609 -1.64913 2.17715  -0.043
C 5.52435 -1.57944 2.09985  -0.149
C 6.07677 -0.39553 1.10297  -0.217
C 6.68815 -0.94914 -0.33131  -0.192
C 5.85495 -0.23410 -1.57760  -0.192
C 5.75832 -1.21994 -2.91867  -0.283
N 4.54149 -0.86609 -3.78719  -0.069
C 3.06491 -3.06151 1.75381  -0.170
O 3.55179 -4.26392 2.06352  -0.043
C 1.60735 -2.80305 0.97394  0.028
C 1.05682 -3.81864 -0.23601  -0.036
C 1.95206 -5.14742 -0.71425  -0.059
C 3.14881 -4.72693 -1.80469  -0.157
O 3.95633 -5.74015 -2.18161  -0.017
F 3.22054 -3.33499 -2.30432  -0.025
C -0.39630 -3.41775 -0.96029  -0.073
C -1.00287 -4.33109 -2.17748  -0.116
C -1.29404 -2.08475 -0.49534  -0.029
C -2.76567 -1.71731 -1.20069  -0.136
C -3.98632 -1.71790 -0.05650  -0.225
O -5.20017 -2.36848 -0.58372  -0.121
C -0.72693 -1.07192 0.70992  -0.005
C -1.55397 0.30321 1.18475  -0.132
C -1.80102 1.34772 -0.09849  -0.171
C -1.25432 2.86602 0.19207  -0.075
C 0.36859 3.02270 -0.01238  -0.188
F 1.07896 1.70982 -0.12954  -0.008
F 0.88626 3.70541 1.20773  -0.013
C 0.81507 3.90920 -1.31854  -0.134
F 0.93782 3.05673 -2.55964  0.016
F 2.21045 4.40786 -1.02758  0.002
F -0.01736 5.11321 -1.56868  0.039
C 0.71937 -1.46723 1.45086  0.028
C 1.37988 -0.58674 2.69150  -0.180
O 0.70538 -0.05351 3.71063  -0.029
H 3.33773 1.86926 2.40040  0.101
H 3.21681 1.22327 4.16834  0.099
H 4.87145 0.95212 3.23069  0.079
H 5.86294 -2.60950 1.60084  0.111
H 5.94341 -1.52242 3.20259  0.121
H 6.82561 0.34055 1.66615  0.117
H 5.14154 0.27533 0.82210  0.094
H 7.78973 -0.50143 -0.40285  0.112
H 6.70985 -2.12513 -0.40237  0.109
H 6.35107 0.78127 -1.92644  0.118
H 4.73951 0.02697 -1.30564  0.102
H 5.60237 -2.31997 -2.54971  0.094
H 6.71313 -1.04733 -3.57350  0.112
H 3.74337 -0.69582 -3.10986  0.060
H 4.33592 -1.73807 -4.32816  0.057
H 1.30219 -5.95249 -1.27804  0.117
H 2.45472 -5.70629 0.19022  0.129
H -0.95219 -3.82411 -3.24339  0.098
H -0.55943 -5.40911 -2.26798  0.067
H -2.16289 -4.47699 -1.93572  0.089
H -3.09934 -2.50713 -1.99960  0.096
H -2.71137 -0.67759 -1.78493  0.116
H -3.51118 -2.29137 0.87630  0.140
H -4.13422 -0.60428 0.28234  0.104
H -5.42683 -1.90449 -1.44354  0.110
H -2.58414 -0.00208 1.70632  0.125
H -0.97269 0.93385 1.98061  0.104
H -1.31406 0.91674 -1.09075  0.119
H -2.98618 1.36189 -0.23838  0.125
H -1.81393 3.57546 -0.58431  0.146
H -1.52010 3.28452 1.25595  0.147
C -9.03251 2.20372 0.41999  -0.610
F -9.51735 1.12656 -0.26239  0.101
F -9.98573 3.17925 0.32231  0.094
F -9.00777 1.84220 1.73816  0.093
S -7.40314 2.76049 -0.18001  0.597
O -7.63482 3.11710 -1.58243  -0.303
O -6.52592 1.60228 0.01885  -0.321
N -7.21710 3.96676 0.83129  -0.294
S -5.84247 4.72658 0.60329  0.598
O -5.73086 5.51176 -0.62956  -0.302
O -4.62753 3.99766 0.97666  -0.322
C -6.04507 5.97361 1.91763  -0.609
F -6.18069 5.40992 3.15588  0.093
F -7.15909 6.74537 1.73864  0.095
F -4.99239 6.83793 2.00520  0.101

Output
Frontier orbital gap (eV): 7.152
E_HOMO (hartree): -0.26487
Net charge: -1
Total energy (eV): -103159.3538

---

No. 4
Formula: C28H31F8MgN2O2
Source: the OMol25 dataset
Level of theory: ωB97M-V with the def2-TZVPD basis set

Each line ends with the Löwdin charge.
CARTESIAN COORDINATES (ANGSTROEM)
Mg 0.10167 0.02733 0.48915  0.698
C 0.41181 -0.69644 2.73071  -0.304
C 0.06009 0.68737 2.75813  -0.303
C 1.25049 1.42861 2.56738  -0.264
C 2.31223 0.52255 2.39893  -0.254
C 1.80154 -0.78504 2.50512  -0.261
C 2.55440 -2.07516 2.39648  -0.059
C 3.71293 0.91370 2.03997  -0.056
C 1.37398 2.92173 2.50293  -0.052
C -1.26233 1.23752 3.20822  -0.052
C -0.48520 -1.84799 3.07548  -0.043
H 2.05339 -2.77385 1.72251  0.056
H 2.65079 -2.58007 3.36537  0.072
H 3.56528 -1.92367 2.01544  0.057
H 4.31494 0.04401 1.77557  0.057
H 4.23069 1.42615 2.85963  0.068
H 3.73616 1.58366 1.17544  0.073
H 1.27281 3.31173 1.48605  0.056
H 2.35009 3.25072 2.87126  0.067
H 0.61815 3.41862 3.11901  0.066
H -2.09029 0.58688 2.91677  0.051
H -1.46686 2.22286 2.78029  0.057
H -1.30913 1.35060 4.29919  0.078
H -0.21486 -2.74125 2.50978  0.062
H -1.53085 -1.63187 2.85004  0.056
H -0.43211 -2.10638 4.14104  0.076
F 5.04737 -1.28921 -1.77846  0.028
C 3.98380 -0.43581 -1.75333  -0.274
C 2.92684 -0.68625 -0.90912  -0.074
C 1.82603 0.17367 -0.85079  -0.068
C 1.84710 1.28753 -1.71589  -0.141
C 2.94486 1.50481 -2.54513  -0.221
F 3.01659 2.61307 -3.34564  0.024
C 4.03441 0.66257 -2.59174  0.039
C 0.69430 2.22559 -1.67995  -0.199
C 0.28833 3.01159 -2.76516  -0.008
C -0.79851 3.84886 -2.62532  -0.070
C -1.46575 3.90180 -1.40985  -0.071
C -1.01593 3.07340 -0.39985  -0.140
N 0.02287 2.25908 -0.52606  0.098
H 2.97173 -1.56871 -0.28381  0.096
H 4.88137 0.86458 -3.22999  0.119
H 0.81819 2.94797 -3.70126  0.105
H -1.12496 4.45494 -3.46170  0.102
H -2.31789 4.54767 -1.25164  0.099
H -1.50831 3.04981 0.56440  0.105
C -1.46566 -4.29232 -2.53765  -0.062
N -0.54772 -3.34421 -1.95876  -0.174
C 0.04225 -2.35184 -2.83331  -0.015
C -0.37872 -3.26851 -0.62627  -0.314
O 0.30798 -2.45015 -0.04754  0.002
H -0.96557 -4.89077 -3.30377  0.084
H -2.31908 -3.78592 -2.99448  0.083
H -1.83610 -4.96126 -1.76284  0.085
H 0.43634 -2.84661 -3.72346  0.090
H 0.84719 -1.84614 -2.30697  0.072
H -0.70202 -1.61389 -3.13366  0.086
H -0.92484 -4.05741 -0.08237  0.139
C -3.76824 1.11017 0.28553  0.022
C -3.04282 -0.14031 -0.24575  -0.483
O -1.73085 -0.12661 -0.01096  -0.163
C -3.69537 -1.38022 0.41515  -0.532
F -4.98054 -1.58122 0.02133  0.128
F -3.03746 -2.52288 0.16006  0.143
F -3.72526 -1.23845 1.75384  0.139
C -3.29397 -0.20912 -1.77491  -0.532
F -4.57978 0.02660 -2.13324  0.127
F -2.97638 -1.41450 -2.29977  0.128
F -2.54959 0.70553 -2.41231  0.153
H -3.42822 1.28073 1.30483  0.076
H -4.85407 1.01367 0.26997  0.091
H -3.48370 1.96632 -0.32228  0.075

Output
Relative energy (zero: lowest compared OMol25 entry of this formula, charge and spin) (kJ/mol): 0.0
Frontier orbital gap (eV): 6.377
E_HOMO (hartree): -0.13410
Net charge: -1
Total energy (eV): -63804.7317